49
Properties=species:S:1:pos:R:3 method="wB97M-V/def2-TZVPD" e_lumo_ev="-3.16 / -3.21" orbital_gap_ha="0.25223 / 0.32407" total_energy_ha=-2466.05618 total_charge=+1 s2=2.009 de_lowest_kj_mol=132.6 multiplicity=3 homo_ev="-10.03 / -12.03" largest_force_ev_per_a=3.24
Ti 0.307 -0.170 -0.787
S -2.084 -0.149 -0.217
O 1.553 1.133 2.640
O 0.947 3.644 3.279
O 0.943 -0.199 0.954
O -0.048 5.351 2.271
N -2.133 -0.685 2.492
N 0.261 1.796 -0.571
N -2.396 -2.419 1.246
N -0.280 2.907 -1.076
C 1.110 0.955 1.519
C 1.618 -0.052 -2.635
C 0.360 -0.535 -3.045
C 3.708 -0.190 -1.198
C 0.071 -3.681 -0.863
C -1.970 0.673 2.972
C 0.582 -2.389 -1.435
C -2.339 -1.768 3.325
C 0.600 2.091 0.692
C -0.166 -1.675 -2.404
C 0.257 3.423 0.987
C -0.305 3.902 -0.175
C -2.148 -1.094 1.210
C 0.379 4.230 2.241
C -0.454 0.171 -4.099
C -2.515 -2.853 2.548
C 2.379 -0.728 -1.650
C 1.854 -1.910 -1.090
H 2.443 -2.456 -0.363
H 0.162 0.843 -4.693
H -1.919 1.346 2.121
H 1.275 2.731 3.105
H 2.051 0.799 -3.146
H -1.064 0.755 3.567
H -2.543 -2.971 0.420
H 3.580 0.438 -0.312
H 0.185 -3.706 0.221
H 0.640 -4.519 -1.271
H -0.975 -3.836 -1.126
H -1.263 0.747 -3.643
H -1.125 -2.056 -2.728
H 4.179 0.414 -1.971
H -0.710 4.880 -0.375
H -2.357 -1.666 4.395
H 4.382 -0.998 -0.922
H -0.921 -0.554 -4.765
H -2.717 -3.877 2.806
H -2.823 0.952 3.589
H -0.570 2.954 -2.038